Entry 1:
C20H27FMoN4O5 | ωB97M-V/def2-TZVPD

Output
**E**: -1541.239991 Eh
**Gap between HOMO and LUMO (alpha / beta)**: 0.2463 / 0.2684 Ha
**2S+1**: 3
**Total charge**: +2
**Molar mass**: 518.40 g mol⁻¹
**⟨S²⟩**: 2.01
**LUMO energy (alpha / beta)**: -7.55 / -7.03 eV

CARTESIAN COORDINATES (ANGSTROEM)
Mo (1.23, 1.75, -0.53)
N (3.25, 1.04, 0.03)
C (4.45, 1.68, -0.58)
C (4.26, 2.03, -2.05)
C (3.40, 3.27, -2.32)
N (1.94, 3.01, -2.19)
H (3.36, 0.96, 1.04)
H (3.18, 0.08, -0.30)
H (5.30, 1.01, -0.47)
H (4.68, 2.58, 0.00)
H (3.87, 1.17, -2.60)
H (5.25, 2.23, -2.46)
H (3.61, 3.64, -3.32)
H (3.67, 4.08, -1.63)
H (1.64, 2.47, -3.01)
H (1.43, 3.89, -2.25)
C (-3.14, -3.91, -2.29)
C (-3.19, -3.56, -0.81)
C (-3.12, -4.79, 0.08)
C (-3.36, -4.40, 1.52)
C (-2.44, -3.28, 1.93)
C (-2.16, -3.06, 3.26)
C (-1.29, -2.04, 3.64)
F (-1.06, -1.87, 4.94)
C (-0.67, -1.24, 2.73)
C (-0.93, -1.44, 1.37)
C (-0.26, -0.63, 0.39)
O (0.52, 0.34, 0.78)
C (-0.51, -0.93, -0.96)
C (-1.46, -1.89, -1.29)
N (-2.10, -2.62, -0.39)
C (-1.83, -2.45, 0.96)
C (0.11, -0.17, -2.08)
O (-0.43, 0.11, -3.11)
O (1.38, 0.25, -1.76)
H (-3.91, -4.65, -2.48)
H (-2.18, -4.36, -2.56)
H (-3.34, -3.07, -2.94)
H (-4.12, -3.02, -0.60)
H (-2.15, -5.28, -0.05)
H (-3.88, -5.50, -0.26)
H (-3.21, -5.25, 2.19)
H (-4.40, -4.08, 1.65)
H (-2.61, -3.68, 4.03)
H (0.02, -0.47, 3.05)
H (-1.70, -2.05, -2.33)
N (1.80, 3.16, 1.10)
C (0.85, 4.30, 1.33)
C (-0.56, 3.80, 1.60)
C (-1.27, 3.24, 0.38)
O (-2.44, 3.29, 0.19)
O (-0.43, 2.64, -0.50)
H (1.86, 2.63, 1.97)
H (2.73, 3.55, 0.94)
H (0.87, 4.94, 0.44)
H (1.21, 4.90, 2.17)
H (-1.18, 4.60, 2.00)
H (-0.54, 3.01, 2.36)

Entry 2:
C20H27N3OS | ωB97M-V/def2-TZVPD

Output
**E**: -1416.060485 Eh
**Gap between HOMO and LUMO**: 0.2721 Ha
**2S+1**: 1
**Total charge**: 0
**SMILES string**: CCNC(=S)N(Cc1cc2cc(C)c(C)cc2[nH]c1=O)C1CCCC1
**Molar mass**: 357.52 g mol⁻¹
**LUMO energy**: -0.07 eV

CARTESIAN COORDINATES (ANGSTROEM)
C (-0.45, -3.85, 0.19)
C (0.85, -3.42, -0.47)
N (1.24, -2.12, 0.03)
C (2.40, -1.53, -0.34)
S (3.52, -2.43, -1.18)
N (2.62, -0.24, 0.02)
C (1.65, 0.51, 0.80)
C (0.25, 0.59, 0.22)
C (-0.84, 0.27, 0.95)
C (-2.16, 0.34, 0.43)
C (-3.30, 0.00, 1.17)
C (-4.56, 0.07, 0.62)
C (-5.77, -0.29, 1.43)
C (-4.71, 0.48, -0.72)
C (-6.07, 0.57, -1.34)
C (-3.59, 0.82, -1.46)
C (-2.32, 0.75, -0.90)
N (-1.20, 1.09, -1.62)
C (0.10, 1.09, -1.15)
O (0.99, 1.50, -1.86)
C (3.95, 0.33, -0.11)
C (3.99, 1.60, -0.98)
C (4.94, 2.56, -0.25)
C (4.70, 2.25, 1.23)
C (4.58, 0.73, 1.25)
H (-0.73, -4.84, -0.16)
H (-0.33, -3.89, 1.27)
H (-1.25, -3.15, -0.05)
H (1.65, -4.13, -0.24)
H (0.74, -3.39, -1.56)
H (0.48, -1.54, 0.34)
H (2.04, 1.53, 0.86)
H (1.57, 0.11, 1.82)
H (-0.72, -0.07, 1.98)
H (-3.18, -0.32, 2.19)
H (-5.47, -0.59, 2.44)
H (-6.45, 0.55, 1.51)
H (-6.31, -1.12, 0.97)
H (-6.01, 0.90, -2.37)
H (-6.70, 1.26, -0.78)
H (-6.56, -0.41, -1.32)
H (-3.70, 1.14, -2.49)
H (-1.32, 1.42, -2.57)
H (4.55, -0.46, -0.57)
H (4.34, 1.37, -1.98)
H (3.00, 2.03, -1.07)
H (4.74, 3.60, -0.50)
H (5.97, 2.33, -0.51)
H (5.51, 2.61, 1.86)
H (3.78, 2.73, 1.57)
H (3.99, 0.37, 2.09)
H (5.57, 0.28, 1.33)

Entry 3:
C20H27N3S | ωB97M-V/def2-TZVPD

Output
**E**: -1340.764195 Eh
**Gap between HOMO and LUMO**: 0.3161 Ha
**2S+1**: 1
**Total charge**: 0
**SMILES string**: CN(C)CCCN(Cc1ccccc1)C(=S)NCc1ccccc1
**Molar mass**: 341.52 g mol⁻¹
**LUMO energy**: 0.69 eV

CARTESIAN COORDINATES (ANGSTROEM)
C (-2.19, -3.59, -0.12)
N (-2.58, -2.20, -0.25)
C (-4.01, -2.07, -0.44)
C (-2.13, -1.39, 0.88)
C (-0.61, -1.17, 0.86)
C (-0.12, -0.65, -0.51)
N (0.12, 0.78, -0.55)
C (-0.80, 1.58, -1.33)
C (-2.13, 1.77, -0.66)
C (-3.32, 1.49, -1.33)
C (-4.54, 1.68, -0.71)
C (-4.59, 2.13, 0.60)
C (-3.41, 2.42, 1.27)
C (-2.19, 2.24, 0.65)
C (1.16, 1.36, 0.10)
S (1.42, 3.00, 0.04)
N (1.96, 0.56, 0.84)
C (3.23, 1.00, 1.39)
C (4.39, 0.52, 0.56)
C (4.53, 0.98, -0.74)
C (5.57, 0.52, -1.53)
C (6.48, -0.40, -1.03)
C (6.34, -0.86, 0.27)
C (5.30, -0.41, 1.06)
H (-2.61, -4.06, 0.79)
H (-2.55, -4.13, -0.99)
H (-1.11, -3.67, -0.08)
H (-4.26, -1.02, -0.59)
H (-4.29, -2.63, -1.33)
H (-4.59, -2.46, 0.41)
H (-2.41, -1.84, 1.84)
H (-2.62, -0.42, 0.80)
H (-0.37, -0.45, 1.64)
H (-0.10, -2.10, 1.10)
H (0.79, -1.18, -0.81)
H (-0.89, -0.88, -1.24)
H (-0.93, 1.11, -2.31)
H (-0.33, 2.56, -1.47)
H (-3.28, 1.13, -2.35)
H (-5.45, 1.46, -1.24)
H (-5.54, 2.27, 1.09)
H (-3.45, 2.78, 2.29)
H (-1.28, 2.47, 1.17)
H (1.87, -0.44, 0.74)
H (3.21, 2.09, 1.42)
H (3.31, 0.62, 2.42)
H (3.83, 1.70, -1.13)
H (5.68, 0.89, -2.55)
H (7.29, -0.75, -1.65)
H (7.04, -1.57, 0.67)
H (5.19, -0.77, 2.07)